Version one
# C4H10S3

The molecule C4H10S3 (ωB97M-V/def2-TZVPD, the OMol25 dataset).

CARTESIAN COORDINATES (ANGSTROEM)
1 C 0.75 0.13 -2.20
2 C -0.54 -0.20 0.22
3 C -1.11 1.29 0.08
4 C 1.17 -1.73 1.54
5 H 1.02 -0.49 -3.09
6 H 1.53 -0.04 -1.41
7 H 0.60 1.20 -2.51
8 H -1.24 -0.88 0.76
9 H -0.38 2.05 -0.22
10 H -1.89 1.22 -0.67
11 H -2.36 2.88 1.44
12 H 0.14 -2.04 2.02
13 H 1.31 -2.32 0.61
14 H 2.05 -2.04 2.08
15 S -0.57 -0.89 -1.45
16 S -1.59 1.79 1.78
17 S 1.12 0.04 1.03

Its SMILES is CSC(CS)SC. As for the HOMO-LUMO gap: 9.30 eV.

These are the Mulliken partial charges, in e, on atoms 1 to 2: C -0.704; C -0.507



Version two
# C4H10S3

A cluster of 2 separate species, C4H10S3 in total (ωB97M-V/def2-TZVPD, the OMol25 dataset).

CARTESIAN COORDINATES (ANGSTROEM)
1 C -1.97 0.15 -2.02
2 C 0.89 -0.82 2.06
3 C -1.56 -0.18 -0.60
4 C 1.19 0.44 0.43
5 S 1.88 -0.70 -0.83
6 S 2.28 1.79 0.91
7 S -0.35 1.16 -0.01
8 H -1.32 0.93 -2.51
9 H -1.86 -0.72 -2.60
10 H -3.01 0.40 -2.18
11 H 1.95 -1.15 2.24
12 H 0.35 -0.29 2.95
13 H 0.32 -1.55 1.57
14 H -1.08 -1.14 -0.78
15 H -2.20 -0.35 0.25
16 H 2.92 -0.89 -0.09
17 H 1.59 2.91 1.20

As for the HOMO-LUMO gap: 8.75 eV.

These are the Mulliken partial charges, in e, on atoms 1 to 2: C -1.171; C -0.789



Which one sits at the bottom of the stability order? version two does.



Version one
# C4H7NOS2

The molecule C4H7NOS2 (ωB97M-V/def2-TZVPD, the OMol25 dataset).

CARTESIAN COORDINATES (ANGSTROEM)
1 C -2.69 -0.56 0.14
2 C -1.55 0.59 -0.08
3 C 1.19 1.07 -0.19
4 C 2.46 0.38 -0.13
5 H -3.58 0.07 0.77
6 H -2.04 -1.42 0.84
7 H -3.19 -1.06 -0.97
8 H -1.48 1.20 0.76
9 H -1.68 1.41 -0.78
10 H 3.35 0.99 -0.32
11 H 3.02 -2.48 0.00
12 N 2.92 -0.81 0.10
13 O 2.13 -1.86 0.10
14 S -0.02 -0.19 -0.30
15 S 1.17 2.64 0.07

Its SMILES is CCSC(=S)/C=N\O. As for the HOMO-LUMO gap: 8.21 eV.

These are the Mulliken partial charges, in e, on atoms 1 to 2: C -0.807; C -0.615



Version two
# C4H7NOS2

The molecule C4H7NOS2 (ωB97M-V/def2-TZVPD, the OMol25 dataset).

CARTESIAN COORDINATES (ANGSTROEM)
1 C 1.24 1.63 1.17
2 C -0.13 2.08 1.54
3 C -0.02 -0.40 1.05
4 C -2.18 -1.40 -0.47
5 N 1.27 0.24 1.02
6 O 2.17 2.38 1.21
7 S -1.07 0.66 2.03
8 S -0.70 -0.34 -0.79
9 H 0.01 2.73 2.41
10 H -0.52 2.52 0.64
11 H -0.05 -1.43 1.30
12 H -2.88 -0.99 -1.23
13 H -2.48 -1.20 0.53
14 H -2.03 -2.42 -0.80
15 H 2.11 -0.08 0.47

Its SMILES is CS[C@H]1NC(=O)CS1. As for the HOMO-LUMO gap: 9.36 eV.

These are the Mulliken partial charges, in e, on atoms 1 to 2: C 0.203; C -0.346



Which one sits at the bottom of the stability order? version one does.



Version one
# C4H7NOS2

The molecule C4H7NOS2 (ωB97M-V/def2-TZVPD, the OMol25 dataset).

CARTESIAN COORDINATES (ANGSTROEM)
1 C 1.48 -1.14 -0.56
2 C 0.44 -0.19 -1.10
3 C -0.92 -0.25 -0.34
4 C -1.35 1.06 0.17
5 H 2.25 -1.34 -1.29
6 H 1.99 -0.85 0.38
7 H 1.00 -2.11 -0.33
8 H 0.28 -0.43 -2.17
9 H 1.19 1.43 -0.31
10 H -1.58 1.77 -0.62
11 H -1.25 0.98 3.56
12 N -1.59 1.33 1.40
13 O 0.87 1.20 -1.20
14 S -1.75 -1.62 -0.10
15 S -1.06 0.15 2.51

Its SMILES is C[C@H](O)C(=S)/C=N\S. As for the HOMO-LUMO gap: 8.01 eV.

These are the Mulliken partial charges, in e, on atoms 1 to 2: C -1.230; C 0.372



Version two
# C4H7NOS2

A structure of composition C4H7NOS2 (ωB97M-V/def2-TZVPD, the OMol25 dataset).

CARTESIAN COORDINATES (ANGSTROEM)
1 C -0.86 -1.16 1.78
2 C 0.46 0.06 0.37
3 C 1.14 1.12 0.87
4 C -0.11 -0.05 -0.89
5 H -0.47 -1.52 2.86
6 H -1.66 -0.25 1.96
7 H -1.16 -2.29 1.00
8 H 1.37 1.92 0.30
9 H 1.89 0.39 2.76
10 H 2.25 2.23 2.48
11 H -0.28 1.96 -0.64
12 N 1.83 1.18 2.02
13 O 0.47 -0.97 1.39
14 S -0.42 1.40 -1.90
15 S -0.97 -1.57 -1.15

As for the HOMO-LUMO gap: 7.13 eV.

These are the Mulliken partial charges, in e, on atoms 1 to 2: C -0.679; C 0.132



Which one sits at the bottom of the stability order? version two does.



Version one
# C3H4NP

A cluster of 2 separate species, C3H4NP in total (ωB97M-V/def2-TZVPD, the OMol25 dataset).

CARTESIAN COORDINATES (ANGSTROEM)
1 C -0.85 0.15 -0.66
2 C -0.79 0.65 0.62
3 C 1.17 -0.61 -0.35
4 N 0.17 -0.51 -1.19
5 P 0.90 0.33 1.24
6 H -2.10 0.25 -2.22
7 H -1.36 1.33 1.26
8 H 2.12 -0.91 -0.84
9 H 0.74 -0.68 2.15

As for the HOMO-LUMO gap (alpha / beta): 9.08 / 9.08 eV.

These are the Mulliken partial charges, in e, on atoms 1 to 2: C -0.338; C -0.165



Version two
# C3H4NP

A cluster of 2 separate species, C3H4NP in total (ωB97M-V/def2-TZVPD, the OMol25 dataset).

CARTESIAN COORDINATES (ANGSTROEM)
1 C 1.64 2.22 -0.47
2 C 2.09 1.18 -0.05
3 C -0.68 -1.23 -0.05
4 N 0.42 -0.83 -0.15
5 P -2.13 -2.21 0.02
6 H 1.57 3.29 -0.43
7 H 2.22 0.28 0.47
8 H -2.36 -1.10 -0.69
9 H -2.78 -1.60 1.35

Its SMILES is N#CP.C#C. As for the HOMO-LUMO gap: 10.22 eV.

These are the Mulliken partial charges, in e, on atoms 1 to 2: C -0.372; C -0.324



Which one sits at the bottom of the stability order? version one does.



Version one
# C4H11INO

A cluster of 2 separate species, C4H11INO in total (ωB97M-V/def2-TZVPD, the OMol25 dataset).

CARTESIAN COORDINATES (ANGSTROEM)
1 C -0.89 -0.65 -1.14
2 C -1.27 0.51 0.97
3 C 2.25 -0.43 -0.58
4 C 1.45 -0.29 0.63
5 N -0.36 0.31 -0.10
6 O 1.17 -1.37 1.33
7 I 4.37 0.08 -0.17
8 H -1.46 -0.07 -1.93
9 H -0.02 -1.13 -1.58
10 H -1.60 -1.25 -0.68
11 H -0.88 1.17 1.64
12 H -2.18 0.88 0.62
13 H -1.46 -0.57 1.37
14 H 2.30 -1.43 -0.88
15 H 2.00 0.26 -1.45
16 H 1.43 0.59 1.22
17 H 0.22 1.06 -0.42
18 H 1.41 -2.26 0.82

As for the HOMO-LUMO gap: 9.11 eV. Its total charge is +1.

These are the Mulliken partial charges, in e, on atoms 1 to 2: C -0.819; C -0.965



Version two
# C4H11INO

The ion C4H11INO with charge +1 (ωB97M-V/def2-TZVPD, the OMol25 dataset).

CARTESIAN COORDINATES (ANGSTROEM)
1 C 1.74 -0.95 1.47
2 C -1.69 0.57 2.03
3 C 0.43 -0.24 1.11
4 C -0.47 0.21 -1.82
5 N 0.18 0.07 -3.30
6 O -0.32 0.14 2.21
7 I 0.82 1.39 -0.49
8 H 2.35 -0.59 0.65
9 H 2.15 -0.60 2.46
10 H 1.68 -1.97 1.54
11 H -1.64 1.64 2.12
12 H -2.16 0.30 2.97
13 H -2.21 0.03 1.20
14 H -0.21 -0.74 0.36
15 H -1.44 0.73 -1.92
16 H -0.51 -0.54 -3.76
17 H 0.97 -0.48 -3.08
18 H 0.33 1.00 -3.75

As for the HOMO-LUMO gap: 8.38 eV. Its total charge is +1.

These are the Mulliken partial charges, in e, on atoms 1 to 2: C -0.902; C -0.701



Which one sits at the bottom of the stability order? version two does.



Version one
# C24H48O24

A cluster of 8 separate species, C24H48O24 in total (ωB97M-V/def2-TZVPD, the OMol25 dataset).

CARTESIAN COORDINATES (ANGSTROEM)
1 C 2.99 43.89 25.62
2 O 1.51 44.05 25.66
3 C 0.86 44.25 26.87
4 O 1.59 44.52 27.80
5 O -0.47 44.39 26.89
6 C -1.08 44.46 28.22
7 H 3.38 44.94 25.81
8 H 3.43 43.69 24.69
9 H 3.33 43.16 26.27
10 H -2.17 44.49 27.95
11 H -0.60 45.33 28.57
12 H -0.86 43.65 28.81
13 C -1.89 44.36 23.14
14 O -2.35 43.10 22.98
15 C -2.96 42.64 21.85
16 O -3.24 43.37 20.77
17 O -3.29 41.38 21.90
18 C -3.94 40.64 20.82
19 H -1.61 44.58 22.11
20 H -1.31 44.37 24.08
21 H -2.64 44.96 23.31
22 H -4.44 41.36 20.13
23 H -4.86 40.25 21.30
24 H -3.23 39.67 20.42
25 C 10.46 47.49 20.76
26 O 9.13 46.73 20.69
27 C 8.04 47.18 21.28
28 O 8.21 48.12 22.06
29 O 6.93 46.59 21.10
30 C 5.80 46.91 21.70
31 H 10.49 47.80 21.79
32 H 10.28 48.42 20.41
33 H 11.07 46.91 20.16
34 H 6.03 46.81 22.81
35 H 4.95 46.47 21.28
36 H 5.67 48.08 21.52
37 C 6.23 47.65 17.56
38 O 5.15 46.81 17.12
39 C 3.98 46.57 17.75
40 O 3.62 47.39 18.67
41 O 3.28 45.60 17.39
42 C 2.08 45.17 17.96
43 H 6.14 48.61 18.11
44 H 6.80 47.96 16.60
45 H 6.73 46.80 18.30
46 H 2.17 44.33 18.74
47 H 1.47 44.59 17.39
48 H 1.65 46.02 18.46
49 C 1.31 46.96 24.37
50 O 2.32 47.45 23.48
51 C 1.92 48.20 22.41
52 O 0.71 48.42 22.12
53 O 2.95 48.63 21.69
54 C 2.53 49.48 20.57
55 H 1.74 46.66 25.35
56 H 0.73 46.23 23.81
57 H 0.84 47.96 24.87
58 H 3.33 49.32 19.94
59 H 1.96 50.39 20.57
60 H 1.70 48.93 20.03
61 C 0.88 53.41 19.15
62 O 1.39 52.68 18.13
63 C 0.68 51.67 17.68
64 O -0.48 51.39 18.10
65 O 1.30 50.82 16.93
66 C 0.85 49.43 16.65
67 H 1.79 54.00 19.66
68 H 0.58 52.64 20.02
69 H 0.07 54.19 19.07
70 H 0.11 49.52 16.00
71 H 0.52 48.84 17.48
72 H 1.69 48.99 16.08
73 C 1.19 51.62 23.61
74 O 1.74 52.93 23.95
75 C 2.49 53.64 23.06
76 O 3.02 53.18 22.04
77 O 2.48 55.01 23.40
78 C 2.98 55.90 22.48
79 H 0.57 51.65 22.77
80 H 0.45 51.23 24.34
81 H 2.25 51.00 23.65
82 H 3.97 56.11 22.32
83 H 2.38 56.89 22.57
84 H 2.72 55.62 21.37
85 C -1.72 49.22 26.30
86 O -0.42 49.71 26.01
87 C 0.59 49.37 26.88
88 O 0.46 48.54 27.85
89 O 1.63 49.95 26.49
90 C 2.76 49.65 27.23
91 H -2.24 49.75 27.06
92 H -1.81 48.15 26.36
93 H -2.40 49.54 25.38
94 H 3.54 50.30 26.98
95 H 3.27 48.88 26.89
96 H 2.74 49.72 28.25

Its SMILES is COC(=O)OC.COC(=O)OC.COC(=O)OC.COC(=O)OC.COC(=O)OC.COC(=O)OC.COC(=O)OC.COC(=O)OC. As for the HOMO-LUMO gap: 10.51 eV.

These are the Mulliken partial charges, in e, on atoms 1 to 2: C -0.707; O -0.270



Version two
# C24H48O24

A cluster of 8 separate species, C24H48O24 in total (ωB97M-V/def2-TZVPD, the OMol25 dataset).

CARTESIAN COORDINATES (ANGSTROEM)
1 C 17.60 3.25 -18.29
2 O 16.56 2.65 -17.57
3 C 16.86 1.55 -16.77
4 O 17.99 1.08 -16.76
5 O 15.82 1.10 -16.00
6 C 15.92 -0.18 -15.43
7 H 17.34 4.25 -18.63
8 H 17.68 2.54 -19.11
9 H 18.61 3.27 -17.87
10 H 16.51 -0.98 -15.88
11 H 14.89 -0.47 -15.20
12 H 16.44 -0.15 -14.48
13 C 15.46 2.37 -21.32
14 O 14.25 1.72 -21.73
15 C 14.23 0.38 -22.03
16 O 15.10 -0.39 -21.68
17 O 13.08 0.04 -22.67
18 C 12.44 -1.22 -22.52
19 H 15.26 3.30 -20.77
20 H 16.04 2.59 -22.22
21 H 16.14 1.73 -20.75
22 H 11.74 -1.28 -21.69
23 H 13.21 -1.98 -22.54
24 H 11.86 -1.27 -23.44
25 C 13.87 5.02 -19.45
26 O 13.61 4.27 -18.26
27 C 13.75 4.87 -17.03
28 O 13.95 6.09 -16.77
29 O 13.39 3.93 -16.12
30 C 13.08 4.20 -14.84
31 H 13.45 6.02 -19.34
32 H 13.41 4.53 -20.31
33 H 14.92 5.22 -19.67
34 H 12.35 3.47 -14.49
35 H 12.85 5.25 -14.63
36 H 14.03 4.00 -14.34
37 C 21.51 7.56 -17.20
38 O 20.08 7.98 -17.12
39 C 19.10 7.06 -17.20
40 O 19.15 5.85 -17.43
41 O 17.96 7.67 -16.76
42 C 16.75 6.98 -16.89
43 H 22.11 8.46 -17.31
44 H 21.71 6.80 -17.95
45 H 21.79 7.11 -16.25
46 H 16.18 7.23 -15.99
47 H 16.83 5.90 -16.92
48 H 16.17 7.39 -17.71
49 C 20.89 -0.02 -17.99
50 O 21.94 0.43 -17.12
51 C 23.15 0.05 -17.21
52 O 23.59 -0.75 -18.07
53 O 23.91 0.79 -16.47
54 C 25.29 1.08 -16.80
55 H 19.96 -0.23 -17.45
56 H 21.25 -0.94 -18.45
57 H 20.71 0.82 -18.66
58 H 25.42 1.59 -17.76
59 H 25.76 0.12 -17.01
60 H 25.74 1.70 -16.02
61 C 19.26 6.67 -20.83
62 O 18.45 6.68 -21.88
63 C 17.12 6.60 -21.85
64 O 16.38 6.60 -20.92
65 O 16.74 6.47 -23.18
66 C 15.45 6.92 -23.68
67 H 20.28 6.87 -21.14
68 H 19.22 5.72 -20.30
69 H 18.89 7.48 -20.19
70 H 15.39 6.85 -24.77
71 H 15.24 7.92 -23.29
72 H 14.73 6.19 -23.32
73 C 17.59 6.21 -10.88
74 O 18.64 5.48 -11.53
75 C 18.33 4.67 -12.57
76 O 17.15 4.24 -12.80
77 O 19.38 4.61 -13.45
78 C 19.29 3.68 -14.48
79 H 17.98 6.54 -9.92
80 H 16.92 5.41 -10.58
81 H 17.28 7.16 -11.32
82 H 18.37 3.55 -15.05
83 H 19.40 2.66 -14.14
84 H 20.04 3.93 -15.23
85 C 11.04 -3.48 -17.45
86 O 12.01 -2.39 -17.73
87 C 13.30 -2.55 -17.39
88 O 13.85 -3.55 -16.95
89 O 14.01 -1.42 -17.74
90 C 13.42 -0.22 -18.15
91 H 11.01 -4.17 -18.30
92 H 10.04 -3.05 -17.43
93 H 11.12 -4.09 -16.55
94 H 14.20 0.55 -18.08
95 H 12.60 0.03 -17.48
96 H 12.96 -0.16 -19.14

Its SMILES is COC(=O)OC.COC(=O)OC.COC(=O)OC.COC(=O)OC.COC(=O)OC.COC(=O)OC.COC(=O)OC.COC(=O)OC. As for the HOMO-LUMO gap: 10.56 eV.

These are the Mulliken partial charges, in e, on atoms 1 to 2: C -0.733; O 0.394



Which one sits at the bottom of the stability order? version one does.



Version one
# C2H14O4S2

A cluster of 5 separate species, C2H14O4S2 in total (ωB97M-V/def2-TZVPD, the OMol25 dataset).

CARTESIAN COORDINATES (ANGSTROEM)
1 C -1.10 -0.96 2.06
2 S -1.46 -0.06 0.48
3 S -1.60 -1.75 -0.79
4 C -3.39 -1.63 -1.20
5 H -0.07 -1.27 2.00
6 H -1.72 -1.85 2.16
7 H -1.34 -0.23 2.83
8 H -3.55 -0.71 -1.76
9 H -4.01 -1.79 -0.32
10 H -3.57 -2.45 -1.90
11 H 2.52 -0.08 0.91
12 H 3.48 -0.86 0.05
13 O 3.41 -0.47 0.93
14 H 0.77 2.94 3.60
15 H 1.26 2.71 2.18
16 O 0.97 3.42 2.77
17 H 0.36 2.39 -1.90
18 H 1.43 3.39 -1.26
19 O 1.03 3.05 -2.06
20 H 4.57 -0.31 -2.22
21 H 3.26 -0.59 -2.84
22 O 3.65 -0.48 -1.98

Its SMILES is CSSC.O.O.O.O. As for the HOMO-LUMO gap: 9.18 eV.

These are the Mulliken partial charges, in e, on atoms 1 to 2: C -0.775; S -0.081



Version two
# C2H14O4S2

A cluster of 5 separate species, C2H14O4S2 in total (ωB97M-V/def2-TZVPD, the OMol25 dataset).

CARTESIAN COORDINATES (ANGSTROEM)
1 C 0.82 -2.10 0.75
2 C 1.95 -1.14 0.37
3 S 1.69 0.60 0.90
4 S 1.07 1.94 -0.50
5 H -0.20 -1.82 0.53
6 H 0.93 -2.23 1.84
7 H 1.08 -3.13 0.33
8 H 2.30 -1.16 -0.74
9 H 2.94 -1.46 0.90
10 H -0.22 2.16 -0.15
11 H -2.72 0.28 -0.16
12 H -3.17 -0.67 1.02
13 O -2.88 0.26 0.81
14 H -4.02 0.09 -3.61
15 H -2.57 -0.42 -3.17
16 O -3.54 -0.51 -3.03
17 H -0.60 1.13 -3.55
18 H -0.06 -0.38 -3.78
19 O -0.84 0.23 -3.76
20 H 0.24 -0.94 3.72
21 H -0.34 -1.86 4.87
22 O 0.45 -1.33 4.59

Its SMILES is CCSS.O.O.O.O. As for the HOMO-LUMO gap: 9.20 eV.

These are the Mulliken partial charges, in e, on atoms 1 to 2: C -0.734; C -0.416



Which one sits at the bottom of the stability order? version two does.



Version one
# C4H8FN4

The ion C4H8FN4 with charge +1 (ωB97M-V/def2-TZVPD, the OMol25 dataset).

CARTESIAN COORDINATES (ANGSTROEM)
1 C -0.21 0.62 -1.51
2 C -0.89 1.37 -0.60
3 C 0.40 -0.60 -1.10
4 C -0.49 -0.02 1.42
5 N 0.26 -0.91 0.19
6 N 1.12 -1.30 -2.07
7 N 0.39 0.37 2.39
8 N -1.06 1.08 0.69
9 F 1.52 -2.58 -1.74
10 H -0.14 0.94 -2.53
11 H -1.36 2.29 -0.93
12 H -1.24 -0.73 1.79
13 H 0.67 -1.77 0.53
14 H 1.10 1.04 2.15
15 H 0.67 -0.30 3.09
16 H -1.59 1.72 1.27
17 H 0.85 -1.24 -3.04

Its SMILES is N[C@@H]1NC(NF)=CC=[NH+]1. As for the HOMO-LUMO gap: 9.49 eV. Its total charge is +1.

These are the Mulliken partial charges, in e, on atoms 1 to 2: C -0.752; C -0.238



Version two
# C4H8FN4

The ion C4H8FN4 with charge +1 (ωB97M-V/def2-TZVPD, the OMol25 dataset).

CARTESIAN COORDINATES (ANGSTROEM)
1 C 0.01 -1.66 0.12
2 C 1.82 -0.09 -0.13
3 C 1.47 -1.46 0.31
4 C -0.64 0.57 0.39
5 N -0.93 -0.80 0.23
6 N 2.96 0.22 -0.52
7 N 0.60 1.03 -0.07
8 N -1.73 1.38 -0.44
9 F 0.99 2.14 0.59
10 H -0.32 -2.63 0.05
11 H 1.69 -1.40 1.38
12 H 1.97 -2.29 -0.23
13 H -0.77 0.80 1.53
14 H 3.08 1.17 -0.95
15 H -2.25 0.56 -0.80
16 H -1.19 1.86 -1.12
17 H -2.53 2.06 -0.03

Its SMILES is [H]/N=C1/CC=N[C@H]([NH3+])N1F. As for the HOMO-LUMO gap: 10.35 eV. Its total charge is +1.

These are the Mulliken partial charges, in e, on atoms 1 to 2: C -0.151; C 0.178



Which one sits at the bottom of the stability order? version two does.